The following is a DFT calculation (wB97M-V/def2-TZVPD) of C38H51BBrN8O2Ru as an isolated structure in a non-equilibrium geometry.

Last column: Mulliken charge in e.
CARTESIAN COORDINATES (ANGSTROEM)
C  -2.56  -1.97  1.63  0.412
N  0.57  -2.48  -0.11  0.545
H  2.36  -0.89  7.77  0.431
H  -0.94  3.82  -2.97  0.208
H  -1.34  2.36  2.08  0.367
H  -2.94  -4.81  -1.68  0.318
C  1.52  -3.24  0.46  0.371
H  3.18  0.96  0.77  0.448
H  -2.74  3.44  2.17  0.509
H  -1.32  -5.31  -2.15  0.315
H  -1.80  1.33  -2.89  -0.330
H  0.43  4.84  -2.55  0.395
C  -1.93  -2.57  -3.89  -0.853
H  4.77  1.11  -0.01  0.503
C  -2.75  -3.32  2.24  -1.388
H  -3.36  -3.96  1.59  0.280
C  0.15  0.33  -4.55  -0.884
C  1.39  -0.05  4.18  0.680
H  -3.31  1.83  -1.14  0.359
N  -1.77  -1.75  0.56  0.454
H  -1.74  0.48  -6.53  0.382
C  -2.17  1.05  -3.88  -0.915
O  0.28  2.98  -1.55  0.205
C  2.09  -0.63  6.76  -0.635
N  -1.30  -2.50  -1.77  -0.651
H  -3.21  0.76  -3.77  0.433
H  -1.21  -3.88  0.02  0.104
C  1.71  5.08  1.07  -1.044
C  -1.33  -0.08  -4.49  1.803
C  1.20  4.75  -0.19  -1.116
C  2.29  0.66  6.33  -0.998
H  2.32  2.98  4.58  0.266
H  3.69  1.26  -2.23  0.548
H  0.39  -4.52  1.77  0.201
H  -2.12  1.94  -4.51  0.541
C  1.92  0.93  5.01  0.373
H  0.78  -2.12  3.96  0.621
C  0.11  3.83  -2.72  -0.761
H  0.52  0.62  -3.55  -0.350
H  -5.15  1.15  0.41  0.409
H  5.44  -0.49  -1.87  0.468
H  1.01  -5.32  0.34  0.298
H  2.07  1.04  -1.62  -0.126
H  0.70  3.39  -3.52  0.189
N  1.15  0.58  2.96  0.977
N  1.16  -1.36  -0.64  0.272
H  -3.86  -0.62  2.78  0.606
C  2.74  -2.60  0.29  -1.183
C  2.95  0.50  -1.97  -1.439
C  -2.19  -4.73  -2.46  -1.480
C  4.00  0.40  0.31  -2.022
O  0.51  1.26  0.46  1.930
H  -1.68  2.21  -0.53  -0.206
C  1.19  -1.36  4.61  -0.784
B  -0.95  -2.76  -0.29  -0.608
H  -2.71  1.97  3.14  0.436
H  2.21  4.47  3.06  0.731
H  0.78  -0.47  -4.91  0.413
C  1.81  4.13  2.12  -0.678
H  -1.81  -3.84  2.41  0.209
H  4.37  -1.82  -2.33  0.402
C  -1.82  -3.30  -2.71  0.794
C  -3.15  -0.77  1.99  -1.232
H  1.15  5.52  -0.94  0.558
H  1.42  -2.62  6.31  0.461
C  1.24  -4.56  1.09  -1.418
Br  2.26  6.80  1.39  0.008
N  -1.08  -1.28  -2.32  1.529
C  -2.69  0.19  1.08  -0.446
C  1.51  1.86  3.02  0.065
C  0.88  2.45  0.65  -0.540
C  -1.83  -0.40  -5.90  -2.206
C  3.51  -0.42  -0.89  2.418
H  -4.96  1.32  2.16  0.375
C  -4.64  1.71  1.19  -1.907
C  -1.45  -1.30  -3.62  -0.950
Ru  -0.30  0.09  -1.11  0.156
H  4.44  -0.25  1.08  0.436
C  0.79  3.46  -0.41  0.759
H  2.70  1.42  6.98  0.473
H  -2.88  -0.70  -5.89  0.460
H  -2.31  -2.93  -4.83  0.768
N  -1.85  -0.42  0.22  0.410
H  -3.00  3.35  -0.29  0.534
H  2.70  -0.05  -2.87  0.303
C  -3.11  1.64  1.02  2.384
H  2.12  -4.89  1.64  0.452
H  -3.27  -3.22  3.19  0.448
C  4.69  -1.20  -1.50  -1.798
H  3.70  -2.97  0.61  0.599
C  2.48  -1.42  -0.41  -0.456
H  0.28  1.20  -5.20  0.515
C  -2.43  2.39  2.17  -1.956
H  -1.25  -1.20  -6.35  0.465
H  -2.58  -5.17  -3.37  0.432
H  0.77  0.17  2.12  -1.107
C  -2.75  2.28  -0.32  -1.349
H  5.18  -1.84  -0.76  0.372
N  1.97  2.09  4.25  0.028
C  1.41  2.84  1.93  1.436
H  -4.97  2.75  1.13  0.475
C  1.55  -1.62  5.91  -0.711

HOMO level (alpha / beta) ... -16.43 / -16.50 eV
2S+1 ... 5
Expectation value of S² ... 6.036
Max |F| ... 1.35 eV/Å
Charge ... +3

The following is a DFT calculation (wB97M-V/def2-TZVPD) of C38H51F4N5ORb as an isolated structure in a non-equilibrium geometry.

Last column: Mulliken charge in e.
CARTESIAN COORDINATES (ANGSTROEM)
H  2.37  0.40  -4.66  0.169
H  2.98  3.14  -4.58  0.246
H  5.19  3.39  -3.42  0.312
C  3.36  -0.04  -4.60  -1.112
C  2.48  -4.42  -0.78  0.097
H  6.04  -0.78  -0.89  0.510
H  2.16  3.25  -2.92  0.111
H  -3.66  -1.89  4.61  0.393
C  1.00  2.07  5.11  -0.329
C  -1.38  0.73  4.65  0.173
H  -1.36  -0.04  -4.36  0.455
F  1.74  -2.29  -0.30  -0.014
N  -0.97  1.11  2.18  1.469
H  5.45  0.46  -4.32  0.313
H  0.92  1.34  7.20  0.282
H  -5.82  -2.44  -3.55  0.284
H  1.90  2.66  5.34  0.171
Rb  1.49  0.51  -1.78  0.661
N  3.97  -1.15  -1.35  -0.012
C  -3.12  -0.84  -1.15  -0.265
F  5.74  -5.70  -1.69  -0.324
H  0.18  -0.66  1.84  0.379
H  -3.20  3.02  -3.38  0.361
H  -3.76  -4.45  1.71  0.396
H  3.60  -0.36  -5.62  0.444
H  -2.63  0.96  -5.07  0.347
O  -2.03  3.04  2.13  -0.567
N  -1.65  2.13  1.40  0.109
H  -5.52  -3.27  -1.23  0.263
H  1.71  5.14  2.39  0.399
C  2.81  2.58  2.80  -1.255
N  -2.23  -0.12  -0.37  -0.058
H  -5.38  -2.51  2.38  0.364
C  -3.37  -0.29  -2.51  -0.368
H  -4.68  1.84  -3.38  0.304
H  -4.80  0.21  4.10  0.428
C  3.94  -2.50  -1.24  0.014
H  6.38  1.11  -2.25  0.237
H  -6.21  -2.41  0.78  0.336
H  -3.97  1.85  4.08  0.340
H  5.15  1.55  -0.98  0.432
C  4.73  -4.87  -1.45  0.231
C  -4.00  -1.88  -0.68  0.702
H  -3.02  0.15  5.65  0.396
H  -3.12  -4.51  0.05  0.322
C  3.46  -5.40  -1.12  -0.796
F  6.24  -3.11  -1.81  -0.373
C  0.40  1.38  6.19  -1.519
H  -5.31  -0.97  1.46  0.262
C  -2.70  -1.47  4.26  -0.963
F  1.26  -4.88  -0.41  -0.309
H  1.56  4.79  4.17  0.270
C  -3.72  2.13  -2.91  -1.340
H  5.68  -1.07  -2.53  0.389
C  1.30  2.99  2.83  0.686
C  -3.92  -4.05  0.68  -1.600
H  -1.09  -1.77  0.43  0.420
H  3.26  2.70  3.83  0.228
H  -3.97  2.40  -1.86  0.334
C  -2.75  0.08  4.57  0.548
C  -0.77  0.76  5.93  -0.803
H  3.33  -6.49  -1.07  0.404
H  0.15  4.82  3.23  0.339
C  3.06  3.46  -3.51  -0.820
H  0.82  2.88  1.86  0.168
C  4.44  0.92  -4.21  -0.671
C  -1.93  0.86  -4.23  -1.772
H  -4.87  -4.49  0.35  0.365
H  -3.21  -2.13  1.31  -1.530
H  2.99  1.51  2.49  0.285
H  -2.67  -1.66  3.17  -0.114
C  5.26  -0.57  -1.67  -0.844
H  3.31  3.15  2.03  0.442
C  1.23  4.49  3.14  -1.498
H  -1.88  1.12  -2.16  0.020
H  -1.36  0.28  6.71  0.360
C  5.30  0.97  -1.91  -1.167
C  -0.63  -0.01  1.46  -0.976
C  -4.07  -2.49  0.70  2.864
H  3.34  -0.97  -4.01  0.183
C  4.35  3.01  -2.87  -0.616
H  3.05  4.55  -3.51  0.435
H  -3.79  0.62  2.72  -0.048
H  -1.89  -1.97  4.82  0.338
C  -5.08  -1.96  -2.88  -1.228
C  -3.84  0.77  3.82  -1.270
C  0.52  2.11  3.79  0.553
H  4.39  1.70  -4.98  0.496
C  4.96  -3.50  -1.50  0.310
H  -1.22  1.64  -4.49  0.446
H  -4.65  -0.43  -4.28  0.300
N  4.38  1.54  -2.87  0.442
C  -4.90  -2.47  -1.59  -0.712
C  -1.36  -0.66  0.45  -0.229
C  -0.68  1.40  3.57  -0.040
C  2.72  -3.09  -0.78  0.156
C  -4.36  -0.89  -3.33  -0.045
C  -5.31  -2.07  1.39  -1.302
C  -2.69  0.97  -2.89  1.022
H  4.44  3.32  -1.83  0.374

HOMO level ... -3.21 eV
Max |F| ... 4.82 eV/Å
Charge ... -1
Energy relative to the best compared isomer or geometry (same formula, charge and spin) ... 67.8 kcal per mole

The following is a DFT calculation (wB97M-V/def2-TZVPD) of C38H51HfN3O2P2S as an isolated structure in a non-equilibrium geometry.

Last column: Mulliken charge in e.
CARTESIAN COORDINATES (ANGSTROEM)
H  -2.90  3.16  6.09  0.397
H  3.29  -2.13  -4.25  0.518
C  -0.19  -2.61  -2.04  -0.176
H  4.50  0.57  -0.10  0.183
C  1.94  2.35  2.10  0.811
C  -2.75  3.85  5.26  -1.575
C  -0.73  -6.27  -2.97  -1.681
C  1.93  2.45  3.62  -2.065
C  -2.88  3.16  3.94  0.799
C  -0.77  -1.48  -5.55  -1.454
H  2.54  -0.92  -1.45  -0.037
C  -0.44  -3.77  -2.77  -0.337
C  -0.53  -1.26  5.76  -1.718
H  -2.36  0.13  2.47  0.592
H  -0.92  -6.04  -4.02  0.367
H  -0.66  -3.69  -3.82  0.105
H  0.50  -4.07  0.94  0.634
C  2.28  -2.26  -3.86  -1.674
Hf  -0.06  0.35  -0.61  -0.208
H  -2.32  1.23  4.69  0.440
C  4.59  0.57  0.98  -1.358
H  2.25  0.73  -2.08  -0.104
H  -3.47  4.67  5.35  0.423
C  0.78  3.06  -3.17  -0.461
N  -1.25  2.02  -0.52  0.514
C  3.43  -1.65  1.27  -1.347
C  -0.05  -5.10  -0.84  -1.182
C  -0.38  -1.28  4.27  0.026
H  3.53  -0.09  2.74  0.608
H  2.22  3.46  3.91  0.478
C  -1.16  -0.74  -4.28  0.812
H  3.62  -0.23  -2.66  0.718
O  -3.67  1.46  -1.12  -0.681
H  1.71  -0.23  -4.32  0.785
C  -0.96  2.69  -1.71  0.258
H  1.68  -2.74  -4.64  0.372
C  1.72  -0.90  -3.45  0.788
H  0.18  -0.58  6.23  0.391
P  -0.04  -0.98  -2.83  0.563
H  -0.38  -2.26  6.18  0.468
H  0.54  4.60  -4.61  0.477
H  -3.56  4.91  2.90  0.440
C  -1.10  -2.19  3.48  -1.119
C  -2.60  -1.03  -3.85  -1.144
S  -2.65  1.29  -0.15  1.255
C  -0.41  -5.03  -2.19  0.335
H  5.53  0.07  1.24  0.446
C  0.92  3.32  1.50  -1.553
C  -1.23  4.32  -3.40  -0.646
N  0.32  -1.51  0.09  1.107
C  -3.28  3.87  2.80  -0.724
H  -0.09  3.11  1.88  0.219
H  1.17  4.34  1.78  0.612
C  -0.01  -1.43  1.47  -0.003
H  -2.77  3.80  -1.97  0.512
H  1.04  0.29  4.22  0.441
H  4.31  -2.12  1.70  0.564
H  4.68  1.61  1.32  0.379
O  -2.11  -0.10  -0.01  -0.640
H  1.79  2.81  -3.46  0.450
N  0.28  2.36  -2.14  -0.018
C  0.08  4.05  -3.81  -0.865
H  0.27  -1.30  -5.84  0.425
H  -1.75  4.28  5.35  0.291
C  0.09  -2.69  -0.65  0.740
H  2.32  -2.94  -3.01  0.300
C  2.58  -0.29  -2.34  -1.233
H  -0.93  -2.55  -5.47  0.250
H  -1.81  -2.86  3.96  0.474
H  0.10  -6.98  -2.92  0.370
H  0.04  -6.07  -0.37  0.438
H  2.93  2.67  1.75  0.465
H  -1.81  5.08  -3.90  0.505
C  -1.77  3.63  -2.33  -0.782
H  -1.06  0.34  -4.47  0.392
H  -1.49  -2.98  1.55  0.643
C  0.47  -0.41  3.62  -0.577
C  0.20  -3.96  -0.10  -0.510
P  1.79  0.66  1.31  0.817
H  -3.30  -0.74  -4.64  0.470
C  -2.58  1.80  3.81  -0.661
H  2.64  1.77  4.09  0.379
C  -0.92  -2.26  2.12  -0.652
H  -2.74  -2.10  -3.65  0.268
C  3.43  -0.16  1.65  0.636
H  0.90  3.27  0.42  0.207
C  -2.60  1.18  2.57  -0.148
H  2.55  -2.17  1.65  0.148
H  3.48  -1.79  0.19  0.180
H  -1.54  -0.95  6.05  0.319
H  -3.59  3.82  0.68  0.463
C  -2.95  1.93  1.46  0.071
H  -2.88  -0.48  -2.95  0.218
H  0.93  2.28  4.02  0.439
H  -1.61  -6.76  -2.56  0.369
C  -3.30  3.27  1.56  -0.979
C  0.65  -0.43  2.24  0.273
H  -1.39  -1.12  -6.37  0.477

HOMO level ... -12.77 eV
Max |F| ... 2.11 eV/Å
Charge ... +2
Energy relative to the best compared isomer or geometry (same formula, charge and spin) ... 0.0 kcal per mole

The following is a DFT calculation (wB97M-V/def2-TZVPD) of C38H52BrN4O2SbSi3Tl as an isolated structure.

Last column: Mulliken charge in e.
CARTESIAN COORDINATES (ANGSTROEM)
H  3.46  1.21  -1.14  0.464
C  3.11  0.76  5.06  0.282
N  -1.48  1.63  -0.18  0.846
H  -2.47  -5.17  -0.57  0.360
H  -6.32  2.91  -0.09  0.442
N  2.48  0.98  -1.02  -0.071
C  -2.35  1.87  -1.19  -2.521
C  -0.95  3.97  0.01  -1.056
C  2.83  0.91  1.23  -0.442
C  2.47  0.69  2.62  0.557
C  -1.61  -4.85  -1.16  -1.080
H  3.81  1.37  1.07  0.395
H  -6.38  -0.74  -1.83  0.367
H  -3.50  -3.69  0.85  0.330
C  4.06  0.08  5.82  -0.438
C  -4.38  -2.39  -1.52  -1.602
H  -1.43  2.33  -4.17  0.243
H  -4.60  -0.06  -5.49  0.513
C  1.80  0.32  -2.17  -0.127
H  -0.17  2.39  1.22  0.369
H  4.33  1.23  3.31  0.482
C  -4.77  0.39  0.94  -0.758
H  -4.67  -3.64  3.02  0.495
H  -5.03  -2.32  -2.39  0.584
H  -6.64  0.82  -2.60  0.311
C  2.01  1.33  5.70  -0.281
H  2.21  -0.69  -2.29  0.109
H  1.39  4.07  -4.89  0.455
H  0.23  2.02  -2.31  -0.040
C  0.85  -3.09  -1.46  -1.035
C  -2.47  3.19  -1.65  -0.213
H  -1.96  -4.54  -2.14  0.321
H  -0.39  4.74  0.51  0.505
H  -5.36  -0.60  -4.01  0.408
C  2.78  0.47  7.81  -0.445
H  -7.27  0.52  -0.99  0.487
C  0.06  -4.11  1.32  -1.017
N  2.09  0.64  0.22  -0.212
H  -4.25  3.55  -4.02  0.467
C  -1.59  -1.92  -0.02  -0.067
H  -4.64  3.39  0.10  0.342
C  3.89  -0.08  7.18  -0.578
C  1.52  2.36  -3.63  0.329
O  0.45  0.30  -1.92  -0.340
H  -0.75  -4.41  1.99  0.331
Sb  -2.57  -1.31  -1.93  0.345
Si  -0.59  -3.52  -0.33  0.496
Si  -4.92  1.06  -0.80  0.069
H  -0.98  -5.73  -1.30  0.468
C  -5.34  2.88  -0.57  -1.296
H  3.19  3.31  -6.41  0.410
C  2.16  1.14  -3.39  0.060
H  3.63  -0.25  -4.08  0.424
H  4.31  1.13  -6.01  0.429
H  2.64  0.35  8.88  0.393
H  -3.80  -1.27  -4.52  0.378
Tl  -0.16  -0.30  0.10  1.125
H  -5.67  0.67  1.50  0.598
H  -2.46  -0.11  3.98  0.455
H  4.62  -0.63  7.76  0.386
H  -4.91  -2.06  -0.63  0.416
H  1.64  -2.56  -0.91  0.152
C  -1.78  4.23  -1.07  -1.120
C  3.15  0.70  -4.26  -0.525
H  -1.89  5.23  -1.46  0.504
C  -2.72  -0.92  3.31  -0.491
H  -4.09  -3.43  -1.40  0.434
C  -3.27  0.82  -1.77  3.015
C  -4.69  2.56  -4.13  -1.307
O  0.53  2.80  -2.82  -0.306
C  -1.89  1.39  -4.47  -0.967
C  1.85  1.18  7.07  -0.685
H  0.99  1.64  7.56  0.399
N  -2.08  -0.94  2.14  0.276
H  0.54  -2.46  -2.30  0.233
C  3.54  1.48  -5.34  -0.832
H  -5.40  3.45  -1.49  0.316
H  -4.67  -0.69  1.00  0.056
C  1.90  3.13  -4.71  -0.599
Br  0.73  0.02  2.92  0.113
C  2.91  2.69  -5.56  -0.399
H  4.94  -0.34  5.33  0.433
H  0.64  -3.34  1.82  0.235
H  -5.64  2.55  -3.60  0.391
H  1.29  -4.00  -1.86  0.649
C  -3.29  -2.91  1.56  -1.116
H  -4.14  -1.81  4.64  0.483
C  -4.40  -0.36  -4.46  -1.338
C  -2.35  -1.91  1.26  0.439
H  -3.14  3.40  -2.46  -0.060
H  -3.91  0.84  1.44  0.116
H  -2.02  1.40  -5.56  0.663
C  -0.83  2.66  0.40  -0.253
Si  -3.55  1.12  -3.67  0.366
H  0.71  -4.98  1.18  0.460
C  3.33  0.92  3.61  -0.885
C  -3.95  -2.88  2.78  -0.592
H  -1.19  0.59  -4.23  0.131
C  -3.66  -1.87  3.68  -0.924
H  -4.91  2.43  -5.19  0.499
H  1.30  1.91  5.13  0.545
C  -6.42  0.33  -1.65  -1.134

HOMO level ... -10.33 eV
Max |F| ... 0.46 eV/Å
Charge ... +1

> The highest charge belongs to which entry?

C38H51BBrN8O2Ru